This record from OMol25 describes a single C20H26N6O4 molecule at a distorted geometry. The level of theory is the ωB97M-V functional and the def2-TZVPD basis.

Positions of all 56 atoms, in Å:
C1 -2.7728 -4.9892 -0.5549
H1 -3.5291 -5.1265 -1.3352
O1 -1.9498 -3.8819 -0.8409
C2 -2.6511 -2.6731 -0.9976
C3 -3.0951 -2.0571 0.3527
N1 -2.8224 -0.6474 0.4089
C4 -1.7694 0.0433 0.9246
N2 -1.9407 1.3620 0.8401
C5 -3.1294 1.5310 0.2289
C6 -3.7073 0.3080 -0.0703
C7 -4.9639 0.1962 -0.7285
O2 -5.5754 -0.8071 -1.0466
N3 -5.4724 1.4708 -0.9960
C8 -4.9415 2.7165 -0.7205
O3 -5.5228 3.7331 -1.0272
N4 -3.7197 2.7180 -0.0824
C9 -3.0738 3.9660 0.2556
H2 -3.7143 4.7746 -0.0907
H3 -2.0994 4.0196 -0.2295
H4 -2.9346 4.0286 1.3348
H5 -6.3711 1.4958 -1.4646
N5 -0.7183 -0.5243 1.5815
C10 0.1620 0.4096 2.2654
H6 -0.4433 1.2149 2.6784
C11 1.2258 0.9871 1.3264
N6 1.9766 -0.1069 0.7495
C12 3.2580 0.1309 0.2414
C13 3.7684 1.4093 0.0389
C14 5.0674 1.6071 -0.4024
C15 5.8913 0.5232 -0.6665
C16 5.3876 -0.7631 -0.4683
C17 4.1025 -0.9541 -0.0179
H7 3.7503 -1.9602 0.1517
H8 6.0346 -1.6029 -0.6666
O4 7.1823 0.5997 -1.1103
C18 7.7374 1.8721 -1.3263
H9 8.7558 1.6960 -1.6695
H10 7.7647 2.4624 -0.4040
H11 7.1888 2.4267 -2.0952
H12 5.4146 2.6189 -0.5428
H13 3.1529 2.2781 0.2133
C19 1.1076 -1.0086 0.0234
H14 1.6899 -1.8127 -0.4234
C20 0.0627 -1.5947 0.9781
H15 -0.5642 -2.2991 0.4395
H16 0.5703 -2.1201 1.7918
H17 0.5808 -0.4717 -0.7869
H18 1.8998 1.6178 1.9068
H19 0.7209 1.5987 0.5622
H20 0.6504 -0.1421 3.0729
H21 -2.5772 -2.5523 1.1778
H22 -4.1730 -2.1804 0.4790
H23 -1.9531 -1.9931 -1.4957
H24 -3.5241 -2.8078 -1.6478
H25 -3.2771 -4.8825 0.4113
H26 -2.1171 -5.8569 -0.5266

Results
- Energy relative to the best compared isomer or geometry (same formula, charge and spin): 12.7 kcal per mole
- Structure (SMILES): COCCn1c(N2CCN(c3ccc(OC)cc3)CC2)nc2c1c(=O)[nH]c(=O)n2C
- Multiplicity: 1
- LUMO energy: 0.646 eV
- Net charge: 0



This record from OMol25 describes a molecular structure, C20H26NNaO5PS at a distorted geometry. The level of theory is the ωB97M-V functional and the def2-TZVPD basis.

Positions of all 55 atoms, in Å:
Na1 2.1929 -1.9076 1.7542
N1 1.5049 -1.1345 4.4373
C1 2.8204 -0.7722 5.0591
C2 3.9487 -1.0348 4.0781
O1 5.0658 -1.4808 4.4894
O2 3.7048 -0.7548 2.8780
H1 1.1719 -0.3943 3.7661
H2 0.7544 -1.3533 5.1210
H3 2.9921 -1.3563 5.9867
H4 2.7955 0.3056 5.2841
O3 -1.0180 -2.2140 -0.1442
C3 -0.9646 -1.2564 0.7349
O4 -0.0489 -1.1438 1.6451
C4 -2.0094 -0.1291 0.6776
P1 -1.2449 1.5801 0.3510
C5 -2.6115 2.6659 1.0649
C6 -3.3951 3.6436 0.4027
C7 -4.1476 4.5292 1.1677
C8 -4.1782 4.4438 2.5535
C9 -3.4876 3.4636 3.2028
C10 -2.6658 2.5941 2.4575
C11 -1.5708 1.8005 -1.4396
C12 -1.6140 3.0985 -1.9353
C13 -1.8190 3.3510 -3.2729
C14 -1.9587 2.3109 -4.1752
C15 -1.9920 0.9958 -3.6968
C16 -1.7797 0.7474 -2.3379
H5 -2.5151 -0.1767 1.6521
H6 -2.8091 -0.3245 -0.0135
H7 -3.3908 3.7613 -0.6471
H8 -4.6447 5.3480 0.6477
H9 -4.6824 5.2050 3.1130
H10 -3.6253 3.3122 4.2864
H11 -2.1406 1.8013 2.9877
H12 -1.3054 3.9542 -1.2912
H13 -1.8306 4.4100 -3.5977
H14 -2.1850 2.5965 -5.2205
H15 -2.1128 0.1440 -4.3982
H16 -1.7225 -0.2726 -1.9681
C17 3.4112 -1.0204 -3.3736
C18 2.8540 -2.4038 -3.2477
S1 1.7382 -2.5673 -1.8042
O5 2.4918 -2.1330 -0.5836
C19 1.5412 -4.3843 -1.6494
C20 2.8084 -5.0798 -1.1004
H17 4.2043 -1.0662 -4.1310
H18 3.8390 -0.7136 -2.4277
H19 2.6759 -0.2883 -3.7184
H20 3.5917 -3.2111 -3.1363
H21 2.1853 -2.6406 -4.0956
H22 1.2104 -4.7004 -2.6262
H23 0.6737 -4.4560 -0.9835
H24 3.5263 -5.3142 -1.8667
H25 2.5230 -5.9920 -0.6035
H26 3.2446 -4.3858 -0.3127

Results
- Energy relative to the best compared isomer or geometry (same formula, charge and spin): 0.0 kcal per mole
- Multiplicity: 1
- LUMO energy: 2.158 eV
- Net charge: -1



This record from OMol25 describes a molecular structure, C20H27AsF6MoN5O6P2. The level of theory is the ωB97M-V functional and the def2-TZVPD basis.

Positions of all 68 atoms, in Å:
Mo1 -0.0006 -0.3594 0.6569
C1 3.4235 1.3689 0.8079
P1 2.4972 -0.2027 0.7079
C2 3.3673 -1.2563 -0.4690
C3 2.9371 -0.8769 2.3663
C4 2.2268 -0.0505 3.4492
P2 0.4325 0.2702 3.0846
C5 -0.4398 -0.5430 4.4530
C6 0.1917 2.0359 3.4322
H1 4.2671 1.2539 1.4935
H2 2.7835 2.1836 1.1463
H3 3.7675 1.6266 -0.1896
H4 4.4438 -1.2451 -0.2848
H5 3.1501 -0.8715 -1.4644
H6 2.9794 -2.2731 -0.3954
H7 4.0208 -0.8444 2.5160
H8 2.6289 -1.9214 2.3901
H9 2.7082 0.9272 3.5365
H10 2.2997 -0.5271 4.4308
H11 -0.0279 -0.2196 5.4118
H12 -0.3587 -1.6250 4.3654
H13 -1.5011 -0.2984 4.4065
H14 0.5473 2.2974 4.4317
H15 -0.8783 2.2394 3.3569
H16 0.6831 2.6356 2.6642
O1 0.9845 3.6126 0.3515
C7 0.6643 2.5716 -0.1978
O2 -0.1031 1.6692 0.3689
C8 1.2362 2.1206 -1.5676
O3 0.9463 2.7746 -2.5755
O4 2.0198 1.1396 -1.4586
N1 -0.4776 0.4510 -3.8760
C9 -1.6658 0.2748 -3.2377
N2 -2.1725 -1.0035 -3.2228
O5 -2.3033 1.2212 -2.7666
H17 0.1121 -0.3657 -3.9433
H18 0.0048 1.3070 -3.6069
H19 -1.5051 -1.7623 -3.2867
H20 -2.8483 -1.1317 -2.4867
F1 -0.0061 -0.9258 -1.1645
As1 0.7463 -3.5304 -2.3227
F2 -0.9640 -3.7805 -1.7417
F3 1.3864 -4.0592 -0.6962
F4 0.7700 -5.1671 -2.8813
F5 2.4344 -3.3088 -2.9289
F6 0.0771 -2.9393 -3.9137
C10 0.0529 -2.0507 1.4087
C11 0.0063 -3.3427 2.0128
C12 0.7673 -3.7115 3.1309
C13 0.6588 -4.9847 3.6614
C14 -0.1860 -5.9151 3.0691
C15 -0.9280 -5.5663 1.9485
C16 -0.8465 -4.2895 1.4243
H21 1.4323 -2.9932 3.5917
H22 1.2404 -5.2559 4.5340
H23 -0.2606 -6.9150 3.4791
H24 -1.5728 -6.2948 1.4740
H25 -1.3938 -4.0134 0.5329
N3 -3.0945 1.6667 -0.1422
C17 -2.9460 0.8244 0.8753
O6 -2.1229 -0.1471 0.8020
C18 -3.7386 1.0017 2.0564
C19 -4.6785 2.0508 2.1389
N4 -5.4565 2.9065 2.1947
C20 -3.6899 0.0664 3.1079
N5 -3.6632 -0.6762 3.9960
H26 -2.6294 1.4982 -1.0384
H27 -3.8101 2.3714 -0.0989

Results
- Energy relative to the best compared isomer or geometry (same formula, charge and spin): 65.7 kcal per mole
- Multiplicity: 4
- ⟨S²⟩: 3.768
- LUMO energy (spin up / spin down): 4.014 / 2.526 eV
- Net charge: -2



This record from OMol25 describes a molecular structure, C20H27BCrF3N9O5 at a distorted geometry. The level of theory is the ωB97M-V functional and the def2-TZVPD basis.

Positions of all 66 atoms, in Å:
Cr1 0.2971 -0.5245 -0.0448
N1 -2.4030 -2.2725 -0.2660
N2 -3.0056 -1.9030 0.9316
C1 -2.4243 -1.0018 1.7361
N3 -3.0976 -0.5208 2.7804
N4 -1.1747 -0.6257 1.4391
N5 -0.5946 0.4017 2.0456
O1 0.3826 0.7957 1.3811
O2 -0.9757 0.9013 3.0976
H1 -2.7487 -1.7203 -1.0467
H2 -2.5255 -3.2630 -0.4376
H3 -3.9746 -2.1562 1.1143
H4 -4.0404 -0.8055 2.9839
H5 -2.6208 0.1435 3.3906
F1 5.7466 -0.1956 4.7014
C2 4.9037 -1.2296 4.7435
F2 5.6408 -2.3383 4.8704
F3 4.1895 -1.1134 5.8740
C3 3.9914 -1.2857 3.5404
C4 4.1147 -0.3828 2.4942
C5 3.1914 -0.4546 1.4637
N6 2.2051 -1.3417 1.4311
C6 2.1243 -2.2307 2.4132
C7 2.9924 -2.2499 3.4934
H6 4.9018 0.3542 2.4806
H7 3.2441 0.2257 0.6257
H8 1.3358 -2.9633 2.3272
H9 2.8941 -2.9876 4.2737
N7 0.3260 -2.1744 -0.8805
C8 0.7214 -3.2653 -1.0704
C9 1.2601 -4.4965 -1.2229
C10 2.3750 -4.7698 -0.4102
N8 3.2740 -4.9376 0.2828
C11 0.8047 -5.4647 -2.1288
N9 0.4474 -6.2605 -2.8744
C12 -4.0890 2.5035 -0.5659
C13 -2.7909 2.1974 -1.3025
C14 -3.0350 2.2508 -2.8130
O3 -2.3557 0.8481 -0.9669
B1 -0.9951 0.8552 -0.8481
O4 -0.4786 2.1031 -0.9326
C15 -1.5599 3.0615 -0.8643
C16 -1.2634 4.2717 -1.7384
C17 -1.6429 3.5229 0.5948
H10 -4.8959 1.9060 -0.9830
H11 -4.3390 3.5535 -0.6821
H12 -4.0075 2.2758 0.4922
H13 -3.7904 1.5188 -3.0873
H14 -2.1264 2.0172 -3.3626
H15 -3.3865 3.2353 -3.1060
H16 -1.0116 3.9825 -2.7530
H17 -0.4203 4.8151 -1.3180
H18 -2.1278 4.9315 -1.7488
H19 -1.9405 2.7152 1.2596
H20 -2.3476 4.3405 0.7021
H21 -0.6608 3.8714 0.9064
C18 0.6051 -0.3904 -3.4843
C19 1.7178 0.1242 -2.6276
C20 2.9127 0.6871 -3.3278
O5 1.6602 0.0717 -1.3983
H22 0.8057 -0.2577 -4.5411
H23 -0.3219 0.1147 -3.2089
H24 0.4581 -1.4507 -3.2778
H25 2.6061 1.2722 -4.1936
H26 3.5325 -0.1323 -3.7012
H27 3.5101 1.2976 -2.6553

Results
- Multiplicity: 2
- ⟨S²⟩: 0.778
- LUMO energy (spin up / spin down): -4.328 / -4.190 eV
- Net charge: +1



This record from OMol25 describes a molecular structure, C20H27BIrN10O. The level of theory is the ωB97M-V functional and the def2-TZVPD basis.

Positions of all 60 atoms, in Å:
Ir1 0.0253 0.0425 -0.1291
C1 0.3909 -0.1315 4.1051
C2 0.9380 -0.1123 2.8313
N1 -0.0300 -0.0393 1.9214
N2 -1.2250 -0.0254 2.5814
C3 -0.9686 -0.0761 3.8999
B1 -2.5550 -0.0015 1.7567
N3 -2.4700 -1.2022 0.7558
C4 -3.2627 -2.2528 0.5430
C5 -2.6948 -3.0527 -0.4420
C6 -1.5260 -2.4138 -0.8029
N4 -1.4009 -1.2990 -0.0589
N5 -2.4637 1.2665 0.8387
C7 -3.2281 2.3486 0.7286
C8 -2.6290 3.2372 -0.1618
C9 -1.4721 2.6137 -0.5707
N6 -1.3861 1.4074 0.0342
N7 -3.8491 -0.0216 2.4873
C10 -4.2738 -0.0580 3.7843
C11 -5.6398 -0.0400 3.7820
C12 -5.9899 0.0123 2.4188
N8 -4.9275 0.0242 1.6416
H1 0.9074 -0.1843 5.0465
H2 1.9640 -0.1611 2.5246
H3 -1.7567 -0.0729 4.6262
H4 -4.1822 -2.3578 1.0935
H5 -3.0845 -3.9733 -0.8385
H6 -0.7733 -2.6883 -1.5225
H7 -4.1443 2.4241 1.2904
H8 -2.9879 4.2086 -0.4522
H9 -0.6930 2.9552 -1.2321
H10 -3.6100 -0.1009 4.6255
H11 -6.2922 -0.0548 4.6369
H12 -6.9740 0.0383 1.9779
C13 3.5391 1.3209 0.4626
C14 3.3128 -0.1115 0.0020
C15 3.8583 -0.2931 -1.4052
C16 3.8878 -1.1464 0.9471
O1 1.8497 -0.3119 -0.0789
H13 4.6127 1.5099 0.4941
H14 3.1442 1.5094 1.4582
H15 3.0899 2.0280 -0.2354
H16 4.9351 -0.1225 -1.3842
H17 3.4128 0.4210 -2.0984
H18 3.7015 -1.3115 -1.7611
H19 4.9741 -1.0615 0.9622
H20 3.6298 -2.1540 0.6218
H21 3.5299 -1.0117 1.9666
C17 1.4912 -0.9157 -5.3406
N9 0.6982 -0.3816 -4.2280
C18 -0.4018 0.4288 -4.3345
C19 -0.8185 0.6924 -3.0710
N10 0.0353 0.0543 -2.1902
C20 0.9297 -0.5940 -2.9334
H22 1.0397 -0.5828 -6.2698
H23 1.4848 -2.0020 -5.3088
H24 2.5093 -0.5397 -5.2815
H25 -0.8012 0.7303 -5.2869
H26 -1.6816 1.2449 -2.7500
H27 1.7244 -1.2095 -2.5561

Results
- Energy relative to the best compared isomer or geometry (same formula, charge and spin): 0.0 kcal per mole
- Multiplicity: 2
- ⟨S²⟩: 0.758
- LUMO energy (spin up / spin down): -7.120 / -8.951 eV
- Net charge: +2



This record from OMol25 describes 3 unconnected molecules or ions with the total composition C20H27Br2N4O2 at a distorted geometry. The level of theory is the ωB97M-V functional and the def2-TZVPD basis.

Positions of all 55 atoms, in Å:
C1 2.5826 2.0136 3.5097
C2 1.2262 2.5680 3.1733
Br1 0.1921 3.1394 4.6493
C3 0.6921 2.6922 1.9573
Br2 1.8197 2.0675 0.4812
N1 -0.5712 3.1620 1.6649
C4 -1.4644 2.0121 1.3548
C5 -2.7611 2.3831 0.6525
C6 -3.7260 3.1755 1.5583
C7 -4.6061 2.2115 2.3606
C8 -5.5438 2.8701 3.3760
N2 -6.1255 4.1222 2.8707
C9 -0.5400 4.2037 0.6067
C10 -1.6394 5.3034 0.7449
O1 -2.4019 5.4100 -0.2341
O2 -1.5974 5.9480 1.7981
H1 3.3680 2.6943 3.1693
H2 2.6872 1.8885 4.5872
H3 2.7324 1.0380 3.0395
H4 -1.7461 1.5691 2.3208
H5 -0.9028 1.2374 0.8130
H6 -3.2529 1.4281 0.4125
H7 -2.5995 2.8918 -0.2985
H8 -3.1782 3.8410 2.2305
H9 -4.3456 3.8005 0.9121
H10 -5.2020 1.6046 1.6663
H11 -3.9539 1.5346 2.9260
H12 -6.3224 2.1461 3.6608
H13 -4.9712 3.1143 4.2778
H14 -6.9334 4.3706 3.4310
H15 -6.4792 3.9791 1.9292
H16 0.4178 4.7229 0.7140
H17 -0.5632 3.7558 -0.3926
N3 3.3209 -2.6939 -3.7344
C11 3.8416 -1.4736 -3.8551
C12 3.5743 -0.4288 -2.9839
C13 2.7138 -0.6574 -1.9221
C14 2.1633 -1.9211 -1.7829
C15 2.4962 -2.9016 -2.7060
H18 4.5071 -1.3260 -4.6996
H19 4.0294 0.5404 -3.1367
H20 2.4769 0.1280 -1.2149
H21 1.4865 -2.1460 -0.9695
H22 2.0873 -3.9020 -2.6269
N4 2.1652 -6.1467 -3.6369
C16 3.4961 -6.1190 -3.5620
C17 4.2633 -7.2397 -3.2755
C18 3.6227 -8.4468 -3.0490
C19 2.2396 -8.4866 -3.1205
C20 1.5630 -7.3131 -3.4181
H23 3.9575 -5.1536 -3.7421
H24 5.3411 -7.1609 -3.2307
H25 4.1902 -9.3400 -2.8203
H26 1.6932 -9.4043 -2.9502
H27 0.4802 -7.3060 -3.4858

Results
- Energy relative to the best compared isomer or geometry (same formula, charge and spin): 0.0 kcal per mole
- Multiplicity: 1
- LUMO energy: 2.103 eV
- Net charge: -1



This record from OMol25 describes a single C20H27Cl2N2O2P molecule at a distorted geometry. The level of theory is the ωB97M-V functional and the def2-TZVPD basis.

Positions of all 54 atoms, in Å:
N1 3.2621 -1.1667 3.2224
C1 2.6046 -0.2681 2.8159
C2 1.8587 0.8258 2.3987
C3 0.4339 0.6581 2.0160
C4 -0.2552 -0.2914 2.9040
N2 -0.8146 -1.0800 3.5599
C5 -0.3153 2.0165 2.3125
O1 -1.4790 1.9191 2.7013
C6 0.4118 3.3005 2.3796
Cl1 -0.5542 4.6976 2.5453
C7 1.7673 3.3656 2.4288
Cl2 2.6213 4.8460 2.5099
C8 2.5631 2.0997 2.3373
O2 3.7906 2.1333 2.2112
C9 1.6748 2.1535 -4.2132
C10 1.5855 1.2511 -2.9925
C11 1.2451 2.0589 -1.7571
C12 1.3585 1.3084 -0.4291
P1 0.2881 0.0110 0.2751
C13 0.6445 -1.7646 0.6044
C14 0.9827 -2.9599 -0.3213
C15 -0.1349 -3.4786 -1.2096
C16 0.1707 -4.8642 -1.7837
C17 -1.5084 0.3178 -0.0064
C18 -2.5939 -0.6932 -0.4345
C19 -3.9838 -0.1777 0.0242
C20 -4.0943 -0.0337 1.5441
H1 1.9285 1.5666 -5.0957
H2 0.7253 2.6511 -4.3793
H3 2.4403 2.9128 -4.0645
H4 0.8179 0.4787 -3.1310
H5 2.5347 0.7325 -2.8126
H6 1.9741 2.8808 -1.6790
H7 0.2677 2.5482 -1.8544
H8 2.3787 0.9067 -0.3358
H9 1.2471 2.1353 0.2846
H10 1.5179 -1.6865 1.2667
H11 -0.2078 -2.1001 1.2206
H12 1.8973 -2.7788 -0.9066
H13 1.2496 -3.7753 0.3712
H14 -1.0702 -3.5205 -0.6396
H15 -0.2956 -2.7652 -2.0240
H16 -0.6414 -5.1959 -2.4376
H17 1.0961 -4.8512 -2.3625
H18 0.2836 -5.6004 -0.9820
H19 -1.7807 0.5864 1.0242
H20 -1.6126 1.2309 -0.6208
H21 -2.5938 -0.8199 -1.5291
H22 -2.4059 -1.6833 0.0141
H23 -4.1568 0.8043 -0.4361
H24 -4.7665 -0.8492 -0.3487
H25 -5.1172 0.1923 1.8528
H26 -3.7865 -0.9592 2.0478
H27 -3.4532 0.7738 1.9140

Results
- Multiplicity: 1
- LUMO energy: -1.299 eV
- Net charge: 0



This record from OMol25 describes a molecular structure, C20H27FIMgN3O3 at a distorted geometry. The level of theory is the ωB97M-V functional and the def2-TZVPD basis.

Positions of all 56 atoms, in Å:
C1 -0.1949 -2.7021 -1.2521
C2 0.6071 1.3596 -2.7388
H1 0.7852 -3.2255 -1.1186
H2 -0.4018 -2.6750 -2.3827
H3 -1.0650 -3.1653 -0.7065
H4 1.6636 1.6800 -2.7427
H5 0.6881 0.4294 -3.3916
H6 0.0091 2.0368 -3.3715
Mg1 0.3399 -0.6496 -1.6477
C3 -0.2991 1.7081 -1.1897
H7 0.7196 2.0834 -0.9481
H8 -0.6726 1.4517 -0.1458
H9 -0.9481 2.5188 -1.5815
I1 -2.2892 0.1406 -1.8605
F1 -1.2450 2.9520 5.3385
C4 -0.8293 1.6469 5.1732
C5 -0.7308 1.1893 3.8831
C6 -0.0389 -0.0028 3.6386
C7 0.1466 -0.4839 2.2540
O1 -0.6880 -0.2688 1.3553
C8 1.3419 -1.3187 2.1051
C9 1.6204 -2.1636 3.1600
N1 1.0710 -2.0037 4.4162
C10 1.2448 -2.9795 5.4171
C11 1.3318 -4.4268 5.0277
C12 2.5410 -3.7207 5.5266
C13 0.4170 -0.7924 4.7137
C14 0.2302 -0.3486 6.0320
C15 -0.4017 0.8899 6.2916
N2 -0.5573 1.3357 7.6148
C16 0.5850 1.2043 8.5048
C17 0.1298 1.0191 9.9428
N3 -0.7936 2.1341 10.2477
C18 -1.9688 2.2704 9.3697
C19 -1.4465 2.4339 7.9481
C20 1.9230 -1.5648 0.7332
O2 2.6270 -2.5821 0.6176
O3 1.6249 -0.6980 -0.1928
H10 -1.1255 1.7438 3.0346
H11 2.2679 -3.0350 3.0568
H12 0.7305 -2.7745 6.3567
H13 0.8620 -5.1290 5.7195
H14 1.2785 -4.6648 3.9627
H15 3.3267 -3.4668 4.8104
H16 2.8604 -3.9674 6.5413
H17 0.5979 -0.9425 6.8693
H18 1.2306 2.1070 8.4373
H19 1.1870 0.3459 8.1950
H20 -0.4294 0.0933 10.0969
H21 0.9724 1.0623 10.6349
H22 -1.1096 2.0584 11.2149
H23 -0.2578 2.9970 10.1303
H24 -2.5409 3.1467 9.6782
H25 -2.5755 1.3714 9.4961
H26 -0.9065 3.4018 7.8715
H27 -2.2986 2.4452 7.2583

Results
- Energy relative to the best compared isomer or geometry (same formula, charge and spin): 133.4 kcal per mole
- Multiplicity: 1
- LUMO energy: -2.038 eV
- Net charge: 0